{"formula": "C7H18NOSi2", "method": "ωB97M-V with the def2-TZVPD basis set", "charge": 1, "max_force_ev_per_a": 4.18, "e_above_lowest_kj_mol": 0.00, "homo_ev": -13.80, "elements": ["C", "C", "C", "C", "C", "C", "C", "N", "O", "Si", "Si", "H", "H", "H", "H", "H", "H", "H", "H", "H", "H", "H", "H", "H", "H", "H", "H", "H", "H"], "positions_angstrom": [[0.116213, 0.436264, 0.545104], [-3.084468, -1.658077, -0.889897], [-3.180922, 0.666565, 1.395750], [-2.593824, 1.318459, -1.676887], [1.963781, -1.625050, -0.109343], [3.547902, 0.749311, -1.156697], [3.293756, 0.324781, 2.149594], [1.056733, 1.137496, 0.599549], [-0.741699, -0.334544, 0.346371], [-2.605175, 0.109947, -0.247224], [2.507589, 0.107305, 0.352896], [-2.762648, -2.517757, -0.272349], [-4.171191, -1.573381, -0.687069], [-2.807761, -1.892365, -1.955919], [-3.394307, 1.747827, 1.353592], [-4.219919, 0.399411, 1.573058], [-2.583030, 0.259287, 2.248766], [-2.065445, 2.296121, -1.490569], [-2.054452, 0.821684, -2.553821], [-3.647200, 1.665431, -1.898737], [2.376046, -2.324697, 0.637286], [0.873273, -1.735943, -0.049547], [2.375181, -1.818940, -1.184849], [3.007019, 1.284406, -1.833582], [4.462262, 1.270070, -0.903494], [3.836537, -0.184195, -1.663210], [3.466291, 1.405481, 2.304113], [2.804002, -0.156945, 2.994225], [4.225446, -0.177950, 2.072876]], "forces_ev_per_a": [[1.88, 1.85, -0.37], [0.30, 0.83, 0.61], [-0.68, 0.29, 0.39], [0.85, 0.73, -0.31], [0.54, -0.04, -0.96], [0.84, -2.44, 2.67], [-0.77, 0.25, -1.89], [-0.39, 0.67, 0.18], [-3.92, -1.38, -0.49], [0.25, -1.96, -1.09], [2.75, 0.32, 0.80], [0.07, 0.63, -0.09], [0.17, -0.38, -0.74], [-0.60, 0.56, 1.06], [1.12, -0.02, 0.43], [-0.19, -0.88, -0.06], [-0.46, 0.81, -0.67], [-0.30, -1.00, 0.07], [-1.15, 0.71, 0.95], [0.98, -0.83, -0.05], [0.04, 0.07, -0.56], [0.46, -0.35, -0.41], [-0.96, -0.02, 2.06], [-1.64, 1.70, -1.78], [0.05, 0.23, 0.19], [0.08, 0.26, 0.11], [-0.11, -0.57, 0.12], [-0.48, 0.24, -0.17], [1.25, -0.27, 0.02]], "lowdin_charge": [-0.391, -0.151, -0.157, -0.173, -0.153, -0.131, -0.148, 0.158, 0.053, 0.702, 0.601, 0.044, 0.038, 0.059, 0.058, 0.047, 0.072, 0.055, 0.069, 0.070, 0.050, 0.014, 0.080, -0.011, 0.036, 0.032, 0.041, 0.032, 0.004]}